14
Properties=species:S:1:pos:R:3:mulliken_spin:R:1 method="wB97M-V/def2-TZVPD" gap_ev="4.63 / 5.93" e_tot_ha=-1847.9299 largest_force_ev_per_a=3.7 spin_multiplicity=5 charge=+1 homo_energy_ev="-12.94 / -12.95"
Cr -11.841 -5.772 1.716 4.14
Cl -12.889 -5.034 0.067 -0.15
C -8.453 -2.466 -3.486 0.00
O -9.569 -3.068 -2.800 0.00
C -10.791 -2.907 -3.185 0.00
O -11.186 -2.251 -4.156 0.00
O -11.579 -3.553 -2.289 0.01
C -12.948 -3.853 -2.627 0.00
H -8.271 -1.445 -3.152 0.00
H -8.676 -2.514 -4.552 0.00
H -7.590 -3.102 -3.286 0.00
H -13.535 -2.935 -2.634 0.00
H -13.413 -4.449 -1.843 0.01
H -12.970 -4.444 -3.543 0.00

24
Properties=species:S:1:pos:R:3:lowdin_charge:R:1 method="wB97M-V/def2-TZVPD" gap_ev=10.07 e_tot_ha=-314.3415 largest_force_ev_per_a=2.6 homo_energy_ev=-8.98
C -0.881 -1.113 -0.675 -0.17
C -0.698 -2.421 -0.520 -0.18
C 0.000 0.000 0.000 -0.12
C -1.619 -3.428 -1.243 -0.11
H -1.712 -0.743 -1.291 0.09
H 0.113 -2.801 0.115 0.10
H 0.984 -0.439 0.234 0.03
H -0.446 0.382 0.934 0.08
H 0.148 0.846 -0.692 0.07
H -2.188 -4.052 -0.533 0.07
H -1.084 -4.091 -1.944 0.07
H -2.331 -2.811 -1.817 0.06
C 4.147 0.481 0.809 -0.15
C 4.451 -0.145 1.993 -0.20
C 2.773 1.056 0.473 -0.14
C 5.678 -0.893 2.324 -0.13
H 4.916 0.623 0.039 0.10
H 3.690 -0.111 2.783 0.10
H 2.020 0.634 1.159 0.05
H 2.546 0.715 -0.551 0.07
H 2.699 2.156 0.502 0.08
H 6.181 -0.984 1.347 0.07
H 5.452 -1.905 2.699 0.08
H 6.369 -0.403 3.031 0.08

50
Properties=species:S:1:pos:R:3:lowdin_charge:R:1 method="wB97M-V/def2-TZVPD" gap_ev=8.71 e_tot_ha=-1146.8380 largest_force_ev_per_a=1.9 homo_energy_ev=-8.86
C 3.094 -1.971 1.878 -0.10
N 1.690 -1.980 1.518 -0.22
C 0.892 -2.750 2.449 -0.09
C 1.527 -3.765 -0.338 -0.03
C 1.504 -2.320 0.081 -0.30
C 0.185 -1.635 -0.271 -0.47
N 0.332 -0.424 -0.847 0.21
O -0.891 -2.225 -0.208 0.01
H 3.635 -1.241 1.277 0.06
H 3.625 -2.902 1.585 0.09
H 3.285 -1.883 2.944 0.08
H -0.176 -2.749 2.255 0.08
H 1.077 -2.428 3.474 0.09
H 1.180 -3.813 2.441 0.09
H 2.537 -4.130 -0.195 0.08
H 1.226 -3.873 -1.377 0.09
H 0.814 -4.365 0.228 0.08
H 2.319 -1.738 -0.348 0.13
H 1.125 0.176 -0.675 0.08
H -0.529 0.060 -1.057 0.11
H -3.652 -1.492 1.179 0.04
H -2.109 -1.437 0.930 -0.01
O -2.827 -1.139 1.521 -0.08
H 1.965 4.233 -0.053 0.03
H 2.457 3.566 1.288 0.04
O 1.834 4.182 0.899 -0.04
H -1.957 -2.216 -1.754 -0.02
H -2.665 -2.833 -2.988 0.03
O -2.546 -2.018 -2.497 -0.07
H -4.685 1.754 0.844 0.03
H -4.060 0.659 -0.096 0.01
O -4.768 0.852 0.526 -0.07
H 3.958 1.814 -0.392 0.01
H 4.804 1.069 0.667 0.04
O 4.258 0.941 -0.114 -0.06
H 0.038 2.486 -3.675 0.04
H -1.306 3.035 -3.176 0.05
O -0.361 3.024 -2.987 -0.06
H 1.218 2.791 -1.667 0.01
H 2.070 1.710 -2.540 0.05
O 1.884 2.096 -1.683 -0.05
H -0.993 0.286 2.398 0.07
H -0.045 0.851 1.314 0.05
O -0.971 0.825 1.600 -0.05
H -1.669 1.948 -0.916 -0.01
H -2.633 3.047 -0.966 0.04
O -2.541 2.139 -1.288 -0.09
H -1.424 2.355 0.923 0.02
H -0.514 3.733 0.545 0.03
O -1.285 3.181 0.418 -0.08